(1)
ORCA calculation (ωB97M-V/def2-TZVPD) on a cluster of 3 separate species, C37H74BCl2F3N3O6 in total at a distorted geometry.

Last column: Löwdin charge in e.
Element x y z (Å)
C1 8.91145 -0.69548 2.06921  -0.111
C2 7.66728 -1.58763 2.01826  -0.264
C3 7.90964 -2.89396 1.24832  -0.202
C4 7.15052 -4.12433 1.78830  -0.188
C5 6.36839 -4.90680 0.71429  -0.193
C6 5.18721 -5.71849 1.27154  -0.179
C7 3.96986 -5.92583 0.35738  -0.160
C8 3.45710 -4.74536 -0.47818  -0.108
C9 2.43474 -3.85792 0.23220  -0.158
N1 1.54819 -3.18100 -0.75200  -0.048
O1 0.50978 -3.98981 -1.23796  0.074
C10 1.23081 -1.94276 -0.25888  -0.319
N2 0.70407 -1.00627 -0.98680  0.173
C11 0.33252 0.33119 -0.50226  -0.170
C12 0.51156 1.39531 -1.58213  -0.169
C13 0.59778 2.78808 -0.93364  -0.177
C14 -0.09737 3.90919 -1.74315  -0.180
C15 0.89211 4.86747 -2.40604  -0.170
C16 1.58620 5.78453 -1.41354  -0.181
O2 0.60911 6.49797 -0.63694  -0.048
C17 0.71432 7.86465 -0.71521  -0.528
C18 1.18032 8.50149 0.55441  0.022
O3 0.42480 8.45825 -1.71642  0.139
N3 1.67120 -1.75033 1.05977  -0.003
C19 0.65755 -2.05810 2.07944  -0.592
Cl1 -0.98994 -1.95693 1.39074  0.816
C20 0.71234 -1.12097 3.33640  -0.686
C21 1.06860 -1.86222 4.62183  -0.101
Cl2 1.84121 0.24245 3.11007  0.717
C22 2.88070 -2.63688 1.06704  -0.193
C23 4.10821 -1.88045 0.51404  -0.018
C24 4.22275 -1.53767 -0.98232  -0.233
O4 5.46538 -2.00754 -1.48260  0.016
C25 4.19241 -0.02039 -1.19997  -0.605
F1 3.34978 0.58924 -0.34683  0.135
F2 3.74922 0.27211 -2.42967  0.146
F3 5.36532 0.53947 -1.04606  0.204
B1 3.27944 -3.09245 2.57506  -0.677
O5 2.67528 -4.21908 3.05076  0.184
O6 4.18096 -2.41936 3.35490  0.175
H1 8.64411 0.33640 2.30578  0.068
H2 9.60065 -1.03488 2.84283  0.075
H3 9.42441 -0.68746 1.10681  0.074
H4 7.32854 -1.78528 3.03804  0.102
H5 6.87167 -1.00956 1.53563  0.088
H6 8.98315 -3.09557 1.27883  0.109
H7 7.66388 -2.72835 0.19721  0.100
H8 6.47035 -3.81509 2.58740  0.089
H9 7.88183 -4.79834 2.23889  0.115
H10 6.07500 -4.20629 -0.06474  0.071
H11 7.06854 -5.60694 0.25098  0.120
H12 5.57644 -6.71654 1.48949  0.118
H13 4.89538 -5.32544 2.24972  0.090
H14 4.17590 -6.75629 -0.32043  0.117
H15 3.12925 -6.26107 0.97353  0.115
H16 4.26998 -4.17542 -0.92569  0.095
H17 2.90664 -5.16668 -1.32504  0.125
H18 1.78293 -4.54065 0.78832  0.157
H19 0.37413 -3.75827 -2.16706  0.124
H20 0.48162 -1.23366 -1.94727  0.181
H21 0.93583 0.55007 0.37598  0.090
H22 -0.71047 0.28941 -0.18136  0.103
H23 1.43529 1.17076 -2.11815  0.099
H24 -0.33390 1.36189 -2.27091  0.113
H25 1.65146 3.04631 -0.80519  0.105
H26 0.17795 2.74231 0.07500  0.116
H27 -0.71902 3.44768 -2.51015  0.105
H28 -0.72111 4.49337 -1.06747  0.109
H29 0.38875 5.49630 -3.14232  0.122
H30 1.66611 4.29901 -2.93373  0.122
H31 2.23714 6.47871 -1.94829  0.133
H32 2.21216 5.22387 -0.71269  0.120
H33 0.38083 8.44028 1.29582  0.096
H34 1.38658 9.55095 0.36093  0.091
H35 2.05003 7.98550 0.95673  0.089
H36 0.72792 -3.08273 2.43835  0.098
H37 -0.27661 -0.68780 3.46068  0.077
H38 0.60203 -2.84727 4.63675  0.096
H39 2.14570 -1.96038 4.75444  0.065
H40 0.70157 -1.29219 5.47523  0.092
H41 4.20839 -0.98124 1.11813  0.125
H42 4.97949 -2.49793 0.73652  0.118
H43 3.43026 -1.96040 -1.59629  0.144
H44 5.33474 -2.44765 -2.32767  0.118
H45 3.06360 -4.48929 3.89461  0.142
H46 4.04316 -1.46279 3.35297  0.091
C26 -3.94616 -1.33946 0.02623  -0.139
C27 -4.46645 -0.79976 1.35632  -0.271
C28 -5.64087 -1.60104 1.91640  -0.221
C29 -6.87904 -1.61174 1.01869  -0.220
C30 -7.41844 -0.22538 0.67405  -0.272
C31 -7.88738 0.57370 1.88623  -0.100
H47 -4.71052 -1.29914 -0.75005  0.065
H48 -3.09531 -0.74997 -0.32756  0.040
H49 -3.62255 -2.37927 0.12521  0.060
H50 -4.75008 0.24877 1.23427  0.101
H51 -3.65700 -0.81022 2.09247  0.079
H52 -5.90175 -1.20321 2.90003  0.104
H53 -5.32195 -2.63470 2.08579  0.111
H54 -7.66418 -2.19170 1.51188  0.113
H55 -6.65350 -2.14499 0.09074  0.102
H56 -8.25710 -0.34199 -0.01711  0.108
H57 -6.65813 0.34399 0.13326  0.071
H58 -8.67633 0.04196 2.42118  0.078
H59 -8.28547 1.54236 1.58218  0.069
H60 -7.07323 0.76222 2.58812  0.066
C32 -5.70036 1.69886 -2.37950  -0.112
C33 -6.46769 2.93124 -1.91051  -0.264
C34 -7.94969 2.89706 -2.27868  -0.226
C35 -8.23821 2.85916 -3.78036  -0.227
C36 -7.64579 4.02072 -4.57683  -0.271
C37 -8.18318 5.38535 -4.15574  -0.110
H61 -5.70864 1.59852 -3.46571  0.068
H62 -4.65557 1.74840 -2.06358  0.064
H63 -6.13808 0.79224 -1.95690  0.054
H64 -5.99736 3.83162 -2.31409  0.099
H65 -6.38478 3.00813 -0.82239  0.100
H66 -8.44453 3.76343 -1.83269  0.103
H67 -8.40886 2.01786 -1.81424  0.103
H68 -9.32282 2.84873 -3.92296  0.111
H69 -7.87316 1.91746 -4.20009  0.101
H70 -7.86884 3.86222 -5.63471  0.105
H71 -6.55506 4.01626 -4.49417  0.096
H72 -9.26860 5.42538 -4.26470  0.076
H73 -7.75699 6.17874 -4.77033  0.070
H74 -7.94161 5.61282 -3.11640  0.065

Force components x, y, z for each atom (eV/Å):
-0.2 0.1 0.1
0.1 0.3 -0.1
0.1 0.0 0.2
0.0 0.0 -0.2
0.3 -0.1 0.2
0.3 -0.1 0.0
-0.1 0.0 0.1
-0.1 0.0 -0.2
-0.5 -0.2 -0.5
0.6 0.2 -0.1
-0.1 0.4 0.0
-0.6 0.0 0.3
0.0 -0.2 0.3
-0.3 0.3 0.0
0.2 -0.1 0.3
-0.1 0.2 -0.1
0.4 -0.1 0.2
0.1 0.0 0.0
-0.1 -0.2 -0.2
0.4 0.0 0.3
-0.3 0.2 -0.4
-0.2 0.2 0.1
0.3 -0.2 0.2
0.2 -0.1 -1.0
-0.3 0.5 0.5
0.0 -0.2 0.1
0.1 -0.3 0.1
0.0 0.2 0.1
0.0 0.1 0.0
0.3 -0.4 0.7
0.0 -0.3 0.1
0.3 0.0 -0.1
-0.1 -0.1 0.2
-0.4 -0.2 0.0
-0.4 0.1 0.3
-0.1 0.0 -0.6
0.8 0.3 0.2
-0.1 0.0 0.1
0.5 0.0 -0.1
-0.6 -0.1 0.1
0.0 0.0 0.0
0.1 -0.1 -0.1
0.1 0.0 0.0
0.0 -0.1 0.0
-0.1 -0.1 0.0
0.0 -0.1 -0.1
0.0 0.0 0.0
0.0 0.0 0.0
-0.2 0.0 0.2
-0.2 0.0 -0.1
-0.1 0.1 -0.3
-0.1 0.0 0.2
-0.1 0.2 -0.1
0.1 0.1 -0.1
0.1 -0.1 0.0
0.0 0.1 0.1
0.0 0.0 0.1
0.0 0.2 0.3
0.3 -0.2 -0.1
-0.1 0.0 0.0
0.1 -0.1 0.0
0.0 0.0 0.0
-0.1 0.1 -0.2
0.1 -0.1 -0.1
0.0 -0.1 0.1
-0.1 0.0 0.0
-0.2 0.2 0.0
-0.2 0.0 -0.2
-0.1 0.0 0.0
0.0 0.0 -0.1
-0.1 0.1 0.0
-0.1 0.0 0.0
0.0 -0.1 0.0
0.1 0.0 0.1
0.0 0.0 0.0
0.2 -0.1 -0.2
0.1 0.1 -0.1
0.0 0.0 0.0
-0.1 -0.2 -0.1
0.0 0.0 0.0
0.1 0.1 0.0
0.1 0.0 0.0
-0.2 0.1 0.2
0.0 0.1 -0.1
-0.2 0.0 0.1
0.4 0.1 -0.2
0.0 0.1 0.1
0.1 -0.1 0.0
0.0 0.0 0.0
0.0 0.0 0.0
-0.1 0.0 0.0
0.0 0.0 -0.1
0.0 0.0 0.0
0.0 0.0 0.0
0.0 0.0 0.0
0.0 0.0 0.0
0.0 0.0 0.0
0.0 0.0 0.0
0.0 0.0 0.0
0.0 0.0 0.0
0.0 0.0 0.0
0.0 0.0 0.0
0.0 0.0 0.0
0.0 0.0 0.0
0.0 0.0 0.0
0.0 0.0 0.0
0.1 0.1 0.0
0.0 -0.1 0.0
0.0 0.0 0.0
0.0 0.0 0.0
-0.1 0.0 0.0
0.1 0.0 0.0
0.0 0.0 0.0
0.0 0.0 0.0
0.0 0.0 -0.1
0.0 0.0 0.0
0.0 0.0 0.0
0.0 0.0 0.0
0.0 0.0 0.0
0.0 0.0 0.0
0.0 0.0 0.0
0.0 0.0 0.0
0.0 0.0 0.0
0.0 0.0 0.0
0.0 0.0 0.0
0.0 0.0 0.0

Calculated total energy in Ha: -3314.59826
Total charge: +1
E_HOMO in eV: -11.9

(2)
ORCA calculation (ωB97M-V/def2-TZVPD) on a cluster of 10 separate species, C37H77ClN2O13 in total.

Last column: Löwdin charge in e.
Element x y z (Å)
C1 -0.24023 -0.55845 6.24193  0.015
C2 -1.46993 -1.43113 6.11372  -0.531
O1 -2.21105 -1.57924 7.04575  0.114
O2 -1.71321 -2.11285 4.96137  0.000
C3 -1.50810 -1.38191 3.74169  -0.187
C4 -2.35538 -0.12076 3.65227  -0.157
C5 -2.33461 0.43997 2.20791  -0.180
C6 -3.66860 0.25469 1.47692  -0.193
C7 -4.07097 -1.22507 1.27931  -0.167
C8 -3.81841 -1.82244 -0.12085  -0.144
C9 -2.37214 -2.16779 -0.41309  -0.156
C10 -1.96362 -3.47250 -0.30397  -0.017
C11 -0.62612 -3.86049 -0.55170  -0.082
C12 0.27676 -2.90031 -0.88534  -0.579
Cl1 1.93556 -3.36569 -1.18219  0.675
C13 -0.07426 -1.53239 -1.01461  -0.230
N1 0.88945 -0.60972 -1.33163  0.145
C14 0.44025 0.60762 -1.42793  -0.081
C15 -0.92195 0.98641 -1.23327  -0.247
C16 -1.27353 2.44612 -1.32391  -0.078
C17 -0.38367 3.24078 -0.30612  -0.070
C18 -1.20736 4.37591 0.25890  -0.525
O3 -1.47785 5.35405 -0.37804  0.116
O4 -1.66876 4.24547 1.52694  0.100
N2 -1.84192 0.11246 -0.94549  0.202
C19 -1.41844 -1.18428 -0.79968  -0.152
H1 -0.52201 0.30600 6.83157  0.075
H2 0.16802 -0.20062 5.30000  0.065
H3 0.53195 -1.14964 6.73318  0.098
H4 -0.45668 -1.10154 3.62115  0.118
H5 -1.72757 -2.08789 2.94339  0.116
H6 -3.38482 -0.29162 3.96738  0.125
H7 -1.94289 0.63747 4.32271  0.100
H8 -1.48147 0.04833 1.64819  0.098
H9 -2.17242 1.52086 2.29791  0.090
H10 -4.42914 0.72674 2.09926  0.077
H11 -3.69729 0.76302 0.51656  0.092
H12 -3.63753 -1.87772 2.03661  0.101
H13 -5.15309 -1.28580 1.43656  0.108
H14 -4.36510 -2.76911 -0.15351  0.105
H15 -4.25822 -1.20316 -0.90364  0.116
H16 -2.68269 -4.22913 -0.01669  0.117
H17 -0.29347 -4.88795 -0.48631  0.086
H18 1.15854 1.38607 -1.66066  0.083
H19 -2.32646 2.59514 -1.10170  0.126
H20 -1.02310 2.79959 -2.32052  0.103
H21 -0.05154 2.55671 0.47723  0.116
H22 0.48557 3.67979 -0.79076  0.124
H23 -1.09764 3.66063 2.03798  0.094
C20 1.27188 1.96739 -5.93468  -0.082
C21 0.80511 1.63029 -4.53161  -0.317
O5 -0.59859 1.85089 -4.37372  -0.087
H24 1.04882 3.00886 -6.16949  0.077
H25 2.34557 1.80550 -6.03770  0.075
H26 0.75790 1.34617 -6.67237  0.073
H27 1.31477 2.26079 -3.80361  0.105
H28 1.03189 0.58626 -4.29238  0.110
H29 -1.05519 1.28555 -5.00392  0.088
C22 0.39204 9.03944 -1.73448  -0.092
C23 1.37065 8.01351 -2.27518  -0.326
O6 1.50875 6.90255 -1.39506  -0.091
H30 0.71694 9.39367 -0.75561  0.074
H31 0.30797 9.89466 -2.40724  0.072
H32 -0.59895 8.59728 -1.61166  0.073
H33 2.36324 8.45021 -2.38070  0.107
H34 1.04776 7.66090 -3.26079  0.108
H35 0.63859 6.49861 -1.30071  0.054
C24 5.37259 1.50534 -2.46791  -0.080
C25 4.50227 2.36925 -1.57724  -0.302
O7 3.18139 1.82992 -1.46081  -0.115
H36 4.92868 1.40922 -3.45931  0.074
H37 6.36869 1.93431 -2.56866  0.064
H38 5.46501 0.49665 -2.05706  0.071
H39 4.39337 3.36648 -1.99645  0.103
H40 4.94285 2.46679 -0.58009  0.103
H41 3.25133 0.94619 -1.08135  0.076
C26 -5.93348 3.87512 5.14962  -0.088
C27 -5.20711 3.52412 3.86492  -0.308
O8 -5.03217 2.11331 3.72504  -0.094
H42 -5.38577 3.49258 6.01207  0.072
H43 -6.04418 4.95551 5.25436  0.076
H44 -6.92852 3.42438 5.16732  0.073
H45 -4.21048 3.96061 3.85804  0.088
H46 -5.75210 3.91049 2.99774  0.114
H47 -5.90745 1.71263 3.71360  0.088
C28 -1.97630 3.92187 5.52792  -0.087
C29 -0.93976 3.42496 6.51726  -0.305
O9 0.08744 2.67419 5.87070  -0.091
H48 -2.42287 3.08062 4.99353  0.061
H49 -2.76916 4.47491 6.03391  0.078
H50 -1.51995 4.58303 4.78550  0.075
H51 -1.39841 2.75529 7.24373  0.112
H52 -0.49259 4.26260 7.06182  0.111
H53 0.51910 3.25100 5.23335  0.079
C30 -0.03485 -9.36800 -0.67350  -0.096
C31 0.64644 -8.02331 -0.82933  -0.308
O10 0.37732 -7.15857 0.27554  -0.096
H54 -1.11201 -9.23811 -0.57585  0.068
H55 0.16316 -10.00591 -1.53218  0.066
H56 0.31602 -9.87474 0.23044  0.077
H57 0.28109 -7.51193 -1.71893  0.112
H58 1.72890 -8.15318 -0.92940  0.111
H59 0.70581 -7.58759 1.07095  0.081
C32 7.19757 5.01812 0.28990  -0.089
C33 7.83815 4.81412 -1.07067  -0.312
O11 6.87235 4.48111 -2.06520  -0.092
H60 6.66173 4.11890 0.59591  0.066
H61 7.94843 5.25281 1.04580  0.073
H62 6.47408 5.83617 0.25765  0.075
H63 8.54547 3.98661 -1.03988  0.111
H64 8.38108 5.71462 -1.37610  0.107
H65 6.24437 5.20853 -2.11766  0.083
C34 3.66362 -3.70803 -4.92597  -0.092
C35 4.88405 -2.89743 -4.53546  -0.320
O12 4.52564 -1.57714 -4.13310  -0.095
H66 3.12418 -3.21432 -5.73530  0.075
H67 3.93665 -4.71423 -5.24847  0.074
H68 2.97771 -3.78809 -4.07932  0.043
H69 5.56460 -2.79053 -5.37902  0.109
H70 5.42660 -3.39136 -3.72188  0.108
H71 3.92765 -1.65033 -3.38089  0.065
C36 -3.47212 -11.94392 -3.11254  -0.092
C37 -2.37976 -11.20163 -2.36505  -0.337
O13 -1.68036 -10.29694 -3.21709  -0.094
H72 -3.04892 -12.49785 -3.95082  0.076
H73 -3.99114 -12.64355 -2.45584  0.074
H74 -4.20649 -11.24404 -3.51818  0.073
H75 -1.64553 -11.90435 -1.97380  0.113
H76 -2.80451 -10.64927 -1.52020  0.103
H77 -2.32061 -9.66472 -3.55710  0.084

Force components x, y, z for each atom (eV/Å):
-0.1 -0.1 -0.6
-0.2 0.0 0.3
0.0 -0.2 0.0
0.1 0.5 -0.1
0.2 0.0 0.0
0.2 0.0 -0.5
-0.3 0.7 0.3
-0.1 -0.7 0.4
-0.5 0.4 -0.5
0.2 -0.4 0.3
-0.3 0.0 -0.1
0.3 0.0 0.0
-0.2 0.2 0.0
0.6 0.0 -0.2
-0.1 0.0 0.0
0.4 -0.5 0.1
-0.8 0.1 0.1
0.3 0.2 0.0
-0.4 0.0 -0.1
0.9 0.0 0.4
-0.6 -0.1 0.1
0.5 0.1 -0.1
-0.2 0.1 -0.1
0.1 0.3 0.1
0.4 -0.2 -0.1
-0.4 0.2 0.0
0.2 0.0 0.2
0.0 0.0 0.0
0.0 0.1 0.2
0.0 -0.1 0.0
-0.1 0.0 0.0
0.0 -0.2 0.0
0.0 -0.1 0.1
0.0 -0.1 0.0
0.1 0.0 -0.2
0.1 0.0 0.0
0.2 0.0 0.0
0.1 0.0 0.0
0.0 -0.1 0.0
0.0 0.0 -0.1
0.2 0.2 0.1
0.0 0.0 0.0
-0.1 -0.1 0.1
0.0 -0.1 0.0
-0.1 -0.1 -0.1
-0.4 0.1 -0.1
0.1 0.1 0.1
0.1 -0.1 0.0
-0.2 -0.3 -0.1
-0.1 0.1 0.0
0.0 -0.2 -0.3
0.1 0.1 0.1
0.0 0.0 0.0
0.0 0.0 0.0
0.1 0.0 0.0
-0.1 0.0 0.1
0.1 0.0 0.0
0.0 0.0 0.0
0.0 0.0 0.1
-0.2 -0.1 0.1
0.1 0.0 0.0
0.0 0.0 0.0
0.0 0.0 0.0
0.0 0.0 -0.1
0.0 -0.1 0.0
0.0 0.1 0.0
-0.1 0.0 0.1
0.0 0.0 0.0
0.1 -0.3 0.0
0.1 0.2 0.1
0.0 0.0 0.0
0.0 0.0 0.0
0.0 0.0 0.0
-0.1 0.0 0.0
0.0 0.1 0.0
0.0 0.0 -0.1
0.1 -0.1 0.0
-0.2 -0.1 0.0
0.0 0.2 0.1
0.0 0.0 0.0
0.0 0.0 0.0
0.0 0.1 0.0
0.0 0.0 -0.1
0.1 0.1 0.0
0.0 0.0 0.0
0.0 -0.1 -0.1
0.1 0.1 -0.2
-0.1 -0.1 0.0
0.0 0.0 0.1
0.0 0.0 0.0
0.0 0.1 0.0
0.1 0.0 0.0
-0.1 0.0 0.1
0.0 0.0 0.0
0.0 0.0 0.2
0.1 -0.1 0.2
-0.1 0.1 -0.2
0.0 0.0 -0.1
0.0 0.0 0.0
0.1 0.0 0.0
0.0 0.1 0.0
0.0 0.0 -0.1
0.0 0.0 0.0
0.0 -0.1 0.0
-0.2 0.2 0.0
0.1 0.0 0.0
0.0 0.0 0.0
0.0 0.0 0.0
0.0 0.0 0.0
0.0 0.0 -0.1
0.1 0.0 0.0
0.0 0.0 0.0
-0.1 0.0 0.0
-0.2 0.0 0.2
0.1 0.0 -0.1
0.0 0.0 0.0
0.0 0.0 0.0
0.0 -0.1 0.0
0.0 0.1 0.0
0.1 -0.1 -0.1
0.0 0.0 0.0
0.0 0.0 -0.1
-0.2 0.2 -0.2
0.0 -0.2 0.0
0.0 0.0 0.0
0.0 0.0 0.0
0.0 0.0 0.1
0.1 0.1 0.0
0.0 -0.1 0.1
0.0 0.0 0.0

Calculated total energy in Ha: -3003.77362
SMILES string: CC(=O)OCCCCCCc1ccc(Cl)c2ncc(CCC(=O)O)nc12.CCO.CCO.CCO.CCO.CCO.CCO.CCO.CCO.CCO
E_HOMO in eV: -8.7